{"formula": "C3H13NO4", "method": "the ωB97M-V functional and the def2-TZVPD basis", "lumo_ev": 0.465, "de_lowest_kcal_mol": 26.8, "smiles": "CCC(N)=O.O.O.O", "homo_energy_ev": -10.44, "species": ["C", "H", "H", "H", "H", "H", "O", "H", "H", "O", "H", "H", "O", "H", "H", "H", "C", "N", "O", "C", "H"], "coordinates": [[-0.341168, -2.669233, 0.447246], [0.448485, -2.995475, 1.125896], [-0.230970, -3.198904, -0.513711], [1.835387, 2.198316, 1.804624], [-1.272821, -3.080990, 0.911169], [-1.384355, -0.833083, -0.162197], [2.315987, 2.507392, 2.579027], [-2.317272, 0.745610, -3.615648], [0.748678, -0.990594, 2.625593], [0.464803, 1.002854, 0.455034], [1.600240, 0.388835, 2.293554], [0.083352, -1.257874, -1.033375], [-0.914326, 2.038824, -1.801504], [2.278469, 3.458419, 2.643536], [-1.556674, 2.430215, -1.112335], [-0.311716, 1.526009, -1.210699], [0.359623, -0.181546, 0.768441], [1.185730, -0.435831, 1.905376], [-1.729471, 0.354094, -4.278862], [-0.376945, -1.208165, 0.020443], [-0.885035, 0.201129, -3.851610]], "forces_ev_per_angstrom": [[-1.0152, -1.2645, -0.0209], [0.2740, 0.4456, -0.2675], [0.0317, -0.3355, 0.7228], [-0.2160, 0.6215, -0.3553], [0.5187, 0.7279, -0.3765], [-0.0445, -0.0443, 0.1219], [0.2959, -0.8064, 0.4103], [0.6167, -0.0437, -0.0800], [0.2552, -0.4812, 0.0185], [-0.9714, -0.1363, -1.6324], [-0.0068, 0.3852, 0.0178], [-0.4666, 0.7918, 1.5033], [-1.2681, 0.3842, 2.0577], [-0.2285, 0.2428, -0.3003], [1.5257, -0.8345, -1.7240], [-0.3278, 0.5380, -0.2670], [3.0751, 2.3433, 2.8909], [-1.8349, -1.9111, -0.9481], [-0.5316, -0.1869, -0.2319], [0.3711, -0.7057, -1.8033], [-0.0524, 0.2701, 0.2639]]}